1.
10
Properties=species:S:1:pos:R:3:mulliken_charge:R:1 method="wB97M-V/def2-TZVPD" charge=-1 e_homo_ev=-4.0 de_lowest_ev=0.265 largest_force_ev_per_a=1.86 orbital_gap_ev=7.904
S -1.44 -0.84 -0.84 -0.32
C 0.96 -0.16 0.44 -0.79
C -0.55 -0.23 0.63 -0.50
H -1.05 0.16 -1.67 0.11
H 1.36 -1.14 0.17 0.24
H 1.44 0.17 1.38 0.27
H 1.21 0.56 -0.35 0.22
H -0.81 -0.96 1.42 0.29
H -0.97 0.75 0.93 0.28
Cl -0.14 1.69 -2.10 -0.80

---

2.
60
Properties=species:S:1:pos:R:3:mulliken_charge:R:1 method="wB97M-V/def2-TZVPD" charge=+2 e_homo_ev=-14.4 de_lowest_ev=0.000 largest_force_ev_per_a=0.91 orbital_gap_ev=6.469
Pb 0.03 0.00 -0.49 1.19
Cl -6.52 1.55 -2.49 -0.10
C -5.24 0.74 -1.73 0.04
C -4.25 1.43 -1.13 -0.95
C -3.15 0.75 -0.54 0.70
N -2.13 1.31 0.02 0.18
C -2.07 2.62 0.50 -0.22
O -2.99 3.15 1.07 -0.53
C -0.72 3.28 0.39 0.50
C -0.62 4.60 0.78 -0.62
C 0.61 5.23 0.69 -0.35
C 1.69 4.51 0.20 -0.89
C 1.50 3.19 -0.17 -0.14
N 0.32 2.57 -0.07 0.02
C -3.15 -0.75 -0.54 0.72
C -4.25 -1.43 -1.13 -0.96
C -5.24 -0.74 -1.73 0.04
Cl -6.52 -1.55 -2.49 -0.10
N -2.13 -1.31 0.02 0.18
C -2.07 -2.62 0.50 -0.22
O -2.99 -3.15 1.07 -0.53
C -0.72 -3.28 0.39 0.51
C -0.62 -4.60 0.78 -0.62
C 0.61 -5.23 0.69 -0.35
C 1.69 -4.51 0.20 -0.90
C 1.50 -3.19 -0.17 -0.15
N 0.32 -2.57 -0.07 0.02
H -4.28 2.51 -1.12 0.62
H -1.50 5.11 1.15 0.50
H 0.73 6.26 1.00 0.48
H 2.67 4.97 0.08 0.44
H 2.32 2.61 -0.56 0.49
H -4.28 -2.51 -1.12 0.63
H -1.50 -5.11 1.15 0.49
H 0.73 -6.26 1.00 0.48
H 2.67 -4.97 0.08 0.44
H 2.32 -2.61 -0.56 0.49
S 5.16 0.00 5.48 0.23
N 3.56 0.00 5.47 -0.65
C 3.17 0.00 4.21 0.99
C 1.81 0.00 3.74 0.17
C 0.71 0.00 4.61 -0.79
C -0.56 0.00 4.08 -1.11
C -0.70 0.00 2.70 -0.22
N 0.33 0.00 1.86 0.65
C 1.59 0.00 2.35 -0.26
C 2.71 0.00 1.42 0.22
N 2.44 0.00 0.10 -0.07
C 3.42 0.00 -0.78 -0.90
C 4.77 0.00 -0.41 -0.81
C 5.07 0.00 0.93 -0.63
C 4.04 0.00 1.88 0.23
C 4.27 0.00 3.30 0.97
N 5.44 0.00 3.90 -0.65
H 0.89 0.00 5.68 0.57
H -1.43 0.00 4.72 0.49
H -1.69 0.00 2.25 0.41
H 3.14 0.00 -1.83 0.58
H 5.54 0.00 -1.16 0.51
H 6.10 0.00 1.29 0.58

---

3.
13
Properties=species:S:1:pos:R:3:mulliken_charge:R:1 method="wB97M-V/def2-TZVPD" charge=+1 e_homo_ev=-13.8 de_lowest_ev=6.977 largest_force_ev_per_a=3.91 orbital_gap_ev=8.138
C -0.81 -1.11 0.02 -0.37
C 0.64 -0.81 -0.34 -0.20
C 0.88 0.67 -0.29 -0.13
C -1.62 0.10 0.36 -0.31
N 1.40 -0.12 0.67 -0.30
N -0.73 1.17 0.03 -0.32
H -1.36 -1.69 -0.78 0.37
H -0.73 -1.77 0.90 0.33
H 1.22 -1.24 -1.13 0.42
H 1.27 1.54 -0.83 0.43
H 1.68 -0.34 1.58 0.25
H -0.78 2.02 0.75 0.40
H -1.06 1.58 -0.95 0.42

---

4.
11
Properties=species:S:1:pos:R:3:mulliken_spin:R:1 method="wB97M-V/def2-TZVPD" s2=0.755 charge=+2 multiplicity=2 e_homo_ev="-17.3 / -17.3" de_lowest_ev=0.000 largest_force_ev_per_a=0.84 orbital_gap_ev="10.647 / 7.085"
O -0.62 2.01 0.01 0.87
C 0.47 1.64 -0.55 -0.04
O 0.83 2.18 -1.58 0.15
O 1.22 0.70 0.02 0.00
Li 0.50 3.37 -3.02 0.00
O 0.44 0.00 0.96 0.02
C 0.01 -1.24 0.44 0.00
O -0.63 -1.87 1.31 0.00
O 0.21 -1.52 -0.73 0.00
Na -0.92 -3.56 -0.50 0.00
Na -1.52 -1.70 3.63 0.00

---

5.
13
Properties=species:S:1:pos:R:3:mulliken_charge:R:1 method="wB97M-V/def2-TZVPD" smiles="NC(=O)NCC=O" e_homo_ev=-9.9 de_lowest_ev=1.566 largest_force_ev_per_a=2.65 orbital_gap_ev=10.708
O 2.67 0.58 0.10 -0.46
C 1.87 0.93 0.92 0.11
C 0.38 0.54 0.85 -0.43
N 0.11 0.20 -0.56 -0.37
C -0.72 -0.90 -0.88 0.46
N -2.08 -0.62 -0.81 -0.40
O -0.32 -2.01 -1.12 -0.57
H 2.26 1.62 1.70 0.36
H 0.27 -0.31 1.54 0.26
H -0.33 1.31 1.14 0.29
H 0.97 -0.25 -0.87 0.28
H -2.71 -1.40 -0.88 0.23
H -2.37 0.29 -1.13 0.24

---

6.
130
Properties=species:S:1:pos:R:3:mulliken_spin:R:1 method="wB97M-V/def2-TZVPD" s2=2.010 charge=+2 multiplicity=3 e_homo_ev="-13.4 / -13.4" de_lowest_ev=10.232 largest_force_ev_per_a=4.58 orbital_gap_ev="3.237 / 3.235"
Cu -21.37 4.11 -17.38 -0.01
Cu -24.85 1.27 -16.76 0.00
O -23.40 2.77 -19.49 0.86
C -22.81 2.68 -20.75 -0.03
C -21.18 2.45 -20.86 0.00
O -20.25 3.01 -19.95 0.88
H -23.11 3.50 -21.41 0.09
H -23.22 1.86 -21.34 0.07
H -20.84 2.78 -21.84 0.07
H -20.96 1.39 -20.98 0.07
O -16.49 0.11 -27.44 0.00
S -16.21 1.05 -26.32 0.00
O -14.87 1.12 -25.83 0.00
O -16.66 2.57 -26.67 0.00
C -16.49 3.66 -25.82 0.00
C -16.78 4.97 -26.60 0.00
C -17.35 0.55 -24.98 0.00
H -15.49 3.69 -25.38 0.00
H -17.28 3.76 -25.08 0.00
H -17.72 4.97 -27.15 0.00
H -16.03 5.02 -27.39 0.00
H -16.64 5.87 -25.99 0.00
H -16.94 -0.37 -24.57 0.00
H -18.29 0.47 -25.52 0.00
H -17.40 1.23 -24.13 0.00
O -29.74 6.80 -20.01 0.00
S -28.44 7.42 -20.07 0.00
O -27.73 7.66 -21.35 0.00
O -28.58 8.89 -19.29 0.00
C -29.20 8.98 -17.93 0.00
C -28.38 9.86 -16.98 0.00
C -27.17 6.52 -18.99 0.00
H -29.31 7.99 -17.48 0.00
H -30.23 9.33 -18.02 0.00
H -27.34 9.54 -16.95 0.00
H -28.75 9.96 -15.96 0.00
H -28.44 10.85 -17.45 0.00
H -26.17 6.39 -19.43 0.00
H -27.68 5.66 -18.57 0.00
H -27.05 7.14 -18.11 0.00
O -27.86 0.29 -23.98 0.00
S -28.95 1.19 -23.70 0.00
O -29.78 1.60 -24.75 0.00
O -29.84 0.30 -22.57 0.00
C -31.11 0.72 -22.18 0.00
C -32.29 0.26 -23.11 0.00
C -28.46 2.51 -22.46 0.00
H -31.16 1.81 -22.22 0.00
H -31.34 0.54 -21.13 0.00
H -32.39 -0.82 -23.13 0.00
H -32.16 0.43 -24.18 0.00
H -33.26 0.71 -22.91 0.00
H -27.71 3.19 -22.88 0.00
H -27.92 1.96 -21.68 0.00
H -29.30 3.01 -21.99 0.00
O -21.75 9.91 -24.48 0.00
S -21.76 8.51 -24.79 0.00
O -21.71 7.94 -26.12 0.00
O -20.60 7.73 -23.95 0.00
C -20.54 8.00 -22.54 0.00
C -19.89 9.35 -22.29 0.00
C -23.38 7.86 -23.99 0.00
H -19.99 7.20 -22.05 0.00
H -21.51 8.11 -22.04 0.00
H -18.99 9.48 -22.89 0.00
H -19.34 9.41 -21.35 0.00
H -20.48 10.26 -22.36 0.00
H -23.65 8.31 -23.04 0.00
H -23.37 6.77 -23.89 0.00
H -24.13 8.11 -24.73 0.00
O -17.93 -3.14 -16.25 0.00
S -16.90 -2.20 -15.89 0.00
O -15.72 -2.65 -15.09 0.00
O -16.27 -1.42 -17.26 0.00
C -17.22 -0.80 -18.18 0.00
C -16.36 -0.67 -19.45 0.00
C -17.57 -0.75 -14.90 0.00
H -17.67 0.09 -17.75 0.00
H -18.02 -1.47 -18.47 0.00
H -16.02 0.37 -19.43 0.00
H -16.85 -0.90 -20.40 0.00
H -15.55 -1.41 -19.49 0.00
H -18.21 -0.15 -15.54 0.00
H -16.65 -0.27 -14.58 0.00
H -18.15 -1.18 -14.09 0.00
O -21.31 4.38 -32.01 0.00
S -20.60 3.63 -31.01 0.00
O -19.26 3.84 -30.49 0.00
O -21.58 3.22 -29.68 0.00
C -20.97 3.47 -28.43 0.00
C -21.64 2.67 -27.30 0.00
C -20.60 1.99 -31.66 0.00
H -20.97 4.51 -28.12 0.00
H -19.97 3.04 -28.43 0.00
H -20.89 2.56 -26.52 0.00
H -21.97 1.72 -27.73 0.00
H -22.43 3.26 -26.83 0.00
H -19.81 2.10 -32.41 0.00
H -21.60 1.76 -32.03 0.00
H -20.28 1.27 -30.91 0.00
O -23.69 -1.44 -19.06 0.00
S -23.39 -2.63 -19.91 0.00
O -24.39 -3.66 -20.04 0.00
O -23.17 -2.06 -21.40 0.00
C -23.29 -2.92 -22.54 0.00
C -22.79 -2.14 -23.79 0.00
C -21.79 -3.32 -19.47 0.00
H -24.35 -3.12 -22.67 0.00
H -22.78 -3.86 -22.31 0.00
H -22.67 -2.82 -24.63 0.00
H -21.79 -1.75 -23.59 0.00
H -23.53 -1.37 -24.03 0.00
H -21.21 -3.41 -20.39 0.00
H -22.05 -4.27 -19.00 0.00
H -21.38 -2.69 -18.68 0.00
O -18.29 4.35 -15.92 0.00
S -17.36 4.55 -14.77 0.00
O -17.75 4.49 -13.34 0.00
O -16.08 3.56 -14.92 0.00
C -15.47 3.45 -16.11 0.00
C -14.24 2.54 -15.92 0.00
C -16.56 6.18 -15.16 0.00
H -15.20 4.44 -16.50 0.00
H -16.17 3.08 -16.86 0.00
H -14.62 1.55 -15.68 0.00
H -13.65 2.94 -15.10 0.00
H -13.61 2.46 -16.81 0.00
H -17.31 6.97 -15.09 0.00
H -16.25 6.11 -16.20 0.00
H -15.72 6.35 -14.47 0.00

---

7.
17
Properties=species:S:1:pos:R:3:mulliken_spin:R:1 method="wB97M-V/def2-TZVPD" s2=0.757 charge=-1 multiplicity=2 e_homo_ev="-2.8 / -2.8" de_lowest_ev=2.108 largest_force_ev_per_a=1.13 orbital_gap_ev="7.106 / 6.488"
C 0.26 1.69 0.38 -0.03
O -0.64 1.63 1.40 0.07
C -0.15 0.84 -0.86 0.25
C -0.71 -0.55 -0.64 0.01
C 0.15 -1.58 0.20 -0.02
N 0.09 -1.26 1.63 0.01
H 0.39 2.72 0.00 0.00
H 1.27 1.34 0.71 0.00
H -0.11 -0.24 1.80 0.00
H -0.78 1.36 -1.59 0.01
H 1.61 0.74 -2.22 0.52
H -1.55 -0.48 0.06 0.01
H -1.10 -0.90 -1.60 0.00
H 1.22 -1.70 -0.04 0.01
H -0.32 -2.56 0.04 0.00
H 0.94 0.73 -1.46 0.17
H -0.56 -1.79 2.19 0.00

---

8.
21
Properties=species:S:1:pos:R:3:mulliken_charge:R:1 method="wB97M-V/def2-TZVPD" smiles=O.O.O.O.O.O.O e_homo_ev=-10.5 de_lowest_ev=1.707 largest_force_ev_per_a=3.31 orbital_gap_ev=10.392
O -3.15 0.15 -0.87 -0.61
H -3.99 0.33 -0.48 0.28
H -3.27 -0.66 -1.39 0.32
O 2.17 0.96 1.07 -0.65
H 1.54 1.04 1.75 0.35
H 1.83 1.05 0.20 0.29
O -0.55 -0.49 0.35 -0.65
H 0.04 -1.21 0.56 0.32
H -1.41 -0.85 0.26 0.27
O 2.00 -2.09 1.15 -0.63
H 2.53 -1.33 0.89 0.34
H 2.49 -2.78 0.71 0.29
O -0.65 1.93 -1.78 -0.58
H -0.38 1.94 -2.70 0.31
H -1.07 1.08 -1.69 0.26
O -0.29 0.70 2.50 -0.72
H -1.02 1.30 2.66 0.31
H -0.57 0.25 1.66 0.47
O 1.46 -0.09 -1.63 -0.61
H 0.66 -0.27 -1.15 0.32
H 1.61 -0.98 -2.06 0.30

---

9.
73
Properties=species:S:1:pos:R:3:mulliken_charge:R:1 method="wB97M-V/def2-TZVPD" charge=+2 e_homo_ev=-12.8 de_lowest_ev=0.939 largest_force_ev_per_a=2.47 orbital_gap_ev=6.686
Hf 0.07 -0.23 0.23 0.69
C -1.97 2.23 0.12 -0.89
C -3.02 1.12 0.04 -1.02
C -2.83 0.13 -1.09 0.95
C -3.96 -0.37 -1.73 -1.14
C -3.81 -1.37 -2.68 -0.54
C -2.53 -1.82 -2.96 -1.09
C -1.46 -1.24 -2.30 0.04
N -1.59 -0.28 -1.37 0.37
N -0.77 1.79 0.86 0.19
C 0.36 2.68 0.54 -1.47
C 0.86 2.48 -0.86 0.89
C 1.51 3.51 -1.54 -1.05
C 2.10 3.24 -2.77 -0.55
C 2.01 1.95 -3.28 -0.95
C 1.31 1.00 -2.55 -0.09
N 0.74 1.25 -1.37 0.37
C -1.05 1.87 2.31 -1.45
C -0.24 0.88 3.12 0.68
C -0.08 1.02 4.49 -1.12
C 0.61 0.04 5.19 -0.37
C 1.12 -1.05 4.49 -0.95
C 0.92 -1.11 3.13 -0.14
N 0.25 -0.16 2.46 0.64
H -2.41 3.11 0.60 0.48
H -1.67 2.53 -0.89 0.44
H -4.01 1.56 -0.05 0.57
H -3.00 0.52 0.96 0.30
H -4.93 0.00 -1.47 0.52
H -4.67 -1.79 -3.17 0.46
H -2.36 -2.61 -3.67 0.52
H -0.45 -1.57 -2.53 0.33
H 1.20 2.42 1.21 0.45
H 0.10 3.73 0.72 0.69
H 1.57 4.50 -1.12 0.55
H 2.63 4.01 -3.31 0.49
H 2.48 1.68 -4.21 0.51
H 1.22 -0.02 -2.93 0.27
H -2.10 1.64 2.49 0.53
H -0.87 2.88 2.69 0.57
H -0.48 1.89 4.99 0.56
H 0.75 0.13 6.26 0.47
H 1.66 -1.83 5.00 0.47
H 1.29 -1.94 2.53 0.44
O 5.00 -2.20 -1.09 -0.64
C 5.25 -1.05 -0.48 0.42
C 6.59 -0.67 -0.35 -0.73
C 6.95 0.50 0.27 -0.46
C 5.97 1.33 0.81 -1.08
C 4.64 0.98 0.71 -0.31
C 4.25 -0.21 0.06 0.20
C 2.84 -0.55 0.04 1.12
O 1.97 0.23 0.62 -0.27
N 2.46 -1.68 -0.53 -1.58
N 1.11 -1.93 -0.39 1.24
C 0.68 -3.14 -0.56 -0.22
C -0.66 -3.54 -0.29 0.77
C -1.06 -4.84 -0.63 -1.07
C -2.30 -5.32 -0.29 -0.81
C -3.20 -4.49 0.38 -0.65
C -2.85 -3.20 0.71 -0.58
C -1.57 -2.70 0.42 0.44
O -1.25 -1.49 0.85 -0.15
H 4.04 -2.39 -1.08 0.49
H 7.34 -1.33 -0.77 0.48
H 7.99 0.78 0.35 0.42
H 6.24 2.24 1.32 0.46
H 3.87 1.60 1.13 0.45
H 1.39 -3.90 -0.90 0.54
H -0.37 -5.48 -1.15 0.49
H -2.59 -6.34 -0.52 0.46
H -4.18 -4.86 0.64 0.49
H -3.54 -2.55 1.22 0.48

---

10.
82
Properties=species:S:1:pos:R:3:mulliken_spin:R:1 method="wB97M-V/def2-TZVPD" s2=1.761 multiplicity=2 e_homo_ev="-6.8 / -6.8" largest_force_ev_per_a=3.80 orbital_gap_ev="3.282 / 3.289"
C 1.03 1.08 1.68 -0.05
C 1.77 1.56 0.38 -0.02
C 2.76 2.65 0.90 0.03
C 0.81 2.30 -0.61 -0.03
C -0.02 1.39 -1.57 0.03
C -1.32 0.79 -0.97 0.00
C -2.55 1.73 -1.09 0.00
C -3.84 0.86 -0.86 0.01
S -5.18 1.76 -0.06 0.01
O -6.20 0.79 0.21 0.01
O -5.71 2.82 -0.84 0.00
O -4.63 2.26 1.42 0.05
C 0.95 0.33 -2.18 -0.03
C 1.84 -0.39 -1.13 -0.02
C 1.00 -1.47 -0.39 -0.01
C 2.91 -1.18 -1.97 0.01
N 2.60 0.53 -0.24 -0.31
O 3.63 1.04 -0.82 -0.59
H 1.43 1.61 2.55 -0.01
H -0.05 1.32 1.65 0.00
H 1.24 0.02 1.87 0.01
H 3.55 2.23 1.53 0.01
H 3.16 3.28 0.07 -0.01
H 2.17 3.34 1.57 0.00
H 1.45 2.94 -1.25 0.00
H 0.18 3.01 -0.04 0.00
H -0.34 2.03 -2.41 0.00
H -1.56 -0.11 -1.57 0.00
H -1.24 0.46 0.08 0.00
H -2.50 2.54 -0.35 0.00
H -2.63 2.12 -2.12 0.00
H -4.15 0.40 -1.81 0.00
H -3.52 0.03 -0.21 0.00
H -4.44 1.45 1.92 0.01
H 0.35 -0.39 -2.75 0.00
H 1.64 0.80 -2.91 0.00
H 0.22 -1.08 0.28 0.01
H 1.62 -2.22 0.13 0.00
H 0.48 -2.04 -1.17 0.00
H 2.36 -2.03 -2.41 0.00
H 3.70 -1.50 -1.27 0.01
H 3.30 -0.50 -2.86 0.00
Al 2.62 5.34 0.54 0.00
Br -4.99 4.00 2.80 0.91
B -5.42 2.03 8.25 0.00
O -4.26 2.85 7.81 0.00
C -3.80 2.34 6.70 0.00
O -2.86 2.76 6.07 0.00
C -4.63 1.13 6.33 0.00
O -4.45 0.44 5.35 0.00
O -5.56 0.95 7.22 0.00
F -6.58 2.80 8.30 0.00
F -5.16 1.46 9.50 0.00
Cl 3.90 0.39 -4.18 0.00
C 3.42 -2.29 -6.87 0.01
C 3.62 -2.42 -8.19 0.01
C 3.32 -3.70 -8.90 0.03
O 3.51 -3.76 -10.11 0.03
C 2.83 -4.83 -8.12 -0.02
C 2.63 -4.70 -6.81 0.02
C 2.90 -3.41 -6.09 0.00
O 2.68 -3.35 -4.90 0.02
O 2.17 -5.70 -6.06 0.01
O 4.10 -1.42 -8.94 0.00
H 3.63 -1.36 -6.34 0.00
H 2.63 -5.75 -8.65 0.00
H 2.12 -5.34 -5.15 0.00
H 4.15 -1.77 -9.85 0.00
C -0.53 0.49 5.00 0.00
C 0.86 -0.08 5.15 0.00
O 1.83 0.45 4.63 0.00
N 1.01 -1.20 5.89 0.00
C -0.01 -1.96 6.59 0.00
H -0.49 1.39 4.39 0.00
H -1.18 -0.24 4.52 0.00
H -0.94 0.76 5.98 0.00
H 1.97 -1.52 5.95 0.00
H 0.23 -1.99 7.65 0.00
H -0.02 -2.98 6.20 0.00
H -1.00 -1.53 6.46 0.00
K -1.90 -0.74 2.69 0.00
Cl 1.55 -3.98 -11.44 0.90